# 1
The molecule C3H4FNO3 at a distorted geometry, computed with ωB97M-V/def2-TZVPD.

Last column: Löwdin charge in e.
Geometry (Å):
O1 1.3236 1.0361 1.0072  0.100
N1 1.6388 -0.0205 0.5054  -0.319
O2 2.6436 -0.6598 0.4757  0.157
C1 0.5273 -0.4701 -0.4175  -0.319
F1 0.9198 -1.2663 -1.4152  0.153
C2 -0.5627 0.4887 -0.6428  -0.116
C3 -1.3008 -0.0178 0.5367  -0.148
O3 -0.4350 -1.2433 0.6937  -0.059
H1 -0.9777 0.4959 -1.6764  0.145
H2 -0.1671 1.5151 -0.7387  0.133
H3 -1.2552 0.5031 1.5030  0.123
H4 -2.3546 -0.3611 0.1691  0.149

Summary:
SMILES: O=[N+]([O-])[C@]1(F)CCO1
2S+1: 1

# 2
A 9-piece molecular cluster, C18H57N15O9 overall at a distorted geometry, computed with ωB97M-V/def2-TZVPD.

Last column: Löwdin charge in e.
Geometry (Å):
C1 -2.9504 0.9953 6.9807  -0.136
O1 -1.8623 0.9356 6.0810  -0.180
C2 -1.3904 -0.4121 5.9956  -0.210
C3 -0.0896 -0.4399 5.2007  -0.418
C4 -0.1948 -0.3666 3.6928  -0.061
N1 0.6613 -1.6584 5.5938  0.021
H1 -3.4963 1.9075 6.7371  0.085
H2 -2.5938 1.0332 8.0146  0.087
H3 -3.7041 0.1999 6.9621  0.083
H4 -1.4111 -0.8815 6.9880  0.118
H5 -2.1898 -1.0191 5.5371  0.122
H6 0.5412 0.3655 5.5939  0.136
H7 -0.8947 0.3862 3.3369  0.082
H8 -0.6685 -1.2925 3.3463  0.052
H9 0.7742 -0.4156 3.1999  0.071
H10 1.4334 -1.7675 4.9375  0.058
H11 1.1765 -1.4717 6.4497  0.067
C5 0.9903 3.2873 -0.6676  -0.105
O2 2.3930 3.4656 -0.6512  -0.172
C6 3.0886 2.2947 -1.0511  -0.211
C7 4.4584 2.2997 -0.4458  -0.430
C8 5.4831 3.1613 -1.1707  -0.066
N2 4.9893 0.9325 -0.3836  0.032
H12 0.6669 3.0236 -1.6793  0.083
H13 0.5579 4.2381 -0.3545  0.086
H14 0.6761 2.5350 0.0618  0.077
H15 2.5223 1.4154 -0.7227  0.091
H16 3.1488 2.1648 -2.1406  0.127
H17 4.4876 2.6353 0.6004  0.140
H18 6.5191 2.9606 -0.8841  0.069
H19 5.3858 4.2202 -0.9202  0.077
H20 5.4303 3.0243 -2.2535  0.076
H21 4.4890 0.3516 0.2839  0.035
H22 5.9492 0.9526 -0.0688  0.066
C9 -4.4876 1.3591 -6.1767  -0.120
O3 -4.4138 2.1551 -5.0325  -0.177
C10 -3.4245 3.1281 -5.0016  -0.235
C11 -3.5371 3.9628 -3.7235  -0.435
C12 -2.6043 5.1639 -3.7968  -0.065
N3 -3.3043 3.1824 -2.5166  0.049
H23 -5.3760 0.7271 -6.1160  0.086
H24 -3.6383 0.6854 -6.3111  0.090
H25 -4.7000 1.9316 -7.0872  0.086
H26 -2.4316 2.6457 -4.9858  0.134
H27 -3.4499 3.7786 -5.8884  0.126
H28 -4.5755 4.3096 -3.7189  0.139
H29 -2.7138 5.7553 -2.8851  0.077
H30 -2.8544 5.7860 -4.6531  0.078
H31 -1.5549 4.8609 -3.7856  0.079
H32 -3.6537 2.2268 -2.5713  0.046
H33 -2.3069 3.0904 -2.3459  0.071
N4 1.1149 -3.8661 -1.2631  0.153
C13 2.1734 -4.7490 -1.0970  -0.677
N5 3.3211 -4.1885 -1.5537  0.159
O4 2.1224 -5.8415 -0.5425  0.002
H34 0.2998 -4.3302 -0.8906  0.089
H35 1.3457 -2.9138 -1.0285  0.071
H36 3.2162 -3.2978 -2.0084  0.061
H37 4.1351 -4.7393 -1.7508  0.104
N6 -4.9433 2.0216 -0.0320  0.162
C14 -4.8104 0.7135 -0.3059  -0.679
N7 -5.0608 -0.1021 0.7402  0.156
O5 -4.3823 0.3745 -1.4315  -0.015
H38 -5.5010 2.3428 0.7370  0.099
H39 -4.5497 2.6710 -0.6982  0.072
H40 -5.5660 0.3248 1.4942  0.098
H41 -5.0691 -1.0955 0.5972  0.107
N8 -1.9968 -4.7078 2.0264  0.152
C15 -0.6522 -4.4635 2.0606  -0.633
N9 0.0654 -5.5922 2.3202  0.182
O6 -0.1844 -3.3425 1.8519  -0.006
H42 -2.5724 -3.8818 2.0176  0.101
H43 -2.3970 -5.4878 2.5140  0.096
H44 -0.5132 -6.4067 2.3775  0.097
H45 1.0618 -5.6625 2.3773  0.103
N10 3.1561 -0.3099 -4.5337  0.157
C16 2.4616 -0.3710 -3.3558  -0.657
N11 3.0785 -0.8675 -2.2740  0.183
O7 1.2762 0.0015 -3.3523  -0.013
H46 2.6377 -0.3446 -5.3896  0.100
H47 4.1538 -0.3899 -4.6195  0.095
H48 4.0794 -0.9377 -2.3747  0.104
H49 2.6686 -0.6672 -1.3731  0.077
N12 4.1107 -3.5290 2.3373  0.163
C17 3.7462 -2.3701 1.7627  -0.677
N13 2.4288 -2.1329 1.5998  0.177
O8 4.5844 -1.5691 1.3012  -0.029
H50 5.0980 -3.7099 2.3078  0.106
H51 3.4744 -4.1456 2.8012  0.090
H52 2.1256 -1.2802 1.1494  0.049
H53 1.7398 -2.8209 1.8830  0.057
N14 -0.7455 0.1488 -1.2722  0.183
C18 -0.3119 -0.1885 -0.0320  -0.631
N15 -1.3595 -0.5915 0.7247  0.174
O9 0.8821 -0.2420 0.2708  -0.014
H54 -0.1031 0.2227 -2.0512  0.055
H55 -1.7056 0.3824 -1.4588  0.081
H56 -2.3232 -0.5333 0.4613  0.075
H57 -1.1603 -1.3443 1.3719  0.056

Summary:
SMILES: COC[C@H](C)N.COC[C@H](C)N.COC[C@H](C)N.NC(N)=O.NC(N)=O.NC(N)=O.NC(N)=O.NC(N)=O.NC(N)=O
2S+1: 1

# 3
The molecule C2H4IN3S at a distorted geometry, computed with ωB97M-V/def2-TZVPD.

Last column: Löwdin charge in e.
Geometry (Å):
N1 0.3673 1.2351 -1.2025  0.066
N2 0.6087 0.4589 0.0390  -0.256
N3 1.3710 -0.8588 -0.2698  -0.315
S1 0.3763 -2.2001 0.0448  0.864
C1 -0.7732 -1.2277 0.9241  -0.458
C2 -0.4583 0.0443 0.8255  -0.898
I1 -1.6714 1.6072 1.5049  0.877
H1 -0.6059 1.3764 -1.2036  0.003
H2 0.5727 2.1776 -0.9013  0.063
H3 1.5733 -0.7516 -1.2278  0.024
H4 -1.3604 -1.8614 1.4667  0.029

Summary:
SMILES: NN1NSC=C1I
2S+1: 1

# 4
The molecule CH3NO2S at a distorted geometry, computed with ωB97M-V/def2-TZVPD.

Last column: Löwdin charge in e.
Geometry (Å):
N1 -0.9156 0.4241 -0.3348  -0.367
S1 0.1754 1.6080 0.0253  0.864
O1 1.6698 0.6773 -0.1587  -0.477
C1 2.6505 -0.1145 0.5518  -0.353
O2 3.5050 -0.6674 -0.0316  0.109
H1 -1.3304 -0.1291 0.4115  0.038
H2 -1.6064 0.6096 -1.0700  0.047
H3 2.5141 -0.1083 1.6589  0.139

Summary:
SMILES: NSOC=O
2S+1: 1

The records above give, respectively, energy relative to the best compared isomer or geometry (same formula, charge and spin) values of 139.8 20.3 24.9 25.8 kcal per mole.